(one)
The following is a DFT calculation (ωB97M-V/def2-TZVPD) of 4 unconnected molecules or ions with the total composition C6H16O3.

Calculated values
SMILES = C=CC/C=C/C.O.O.O
Lowest unoccupied orbital energy = 0.67 eV

```
! RIJCOSX wB97M-V def2-TZVPD def2/J DEFGRID3
* xyz 0 1
C 1.8514 -1.1767 -1.8699
C 0.6518 -0.6138 -2.0172
C 0.3229 0.8072 -1.6358
C -1.1146 0.8054 -1.1566
C -1.3808 1.0766 0.1143
C -2.8227 0.9646 0.5894
H 1.8885 -2.2785 -1.9843
H 2.7823 -0.7454 -1.5151
H -0.1049 -1.2688 -2.4196
H 0.5294 1.4765 -2.4581
H 0.9047 1.1227 -0.7443
H -1.8997 0.8148 -1.8933
H -0.6039 1.0759 0.8705
H -3.4860 0.5275 -0.1684
H -3.1768 1.9394 0.9641
H -2.7557 0.2868 1.4464
O 1.9956 2.1026 1.2026
H 2.8186 1.6117 1.1251
H 1.3625 1.6041 1.7251
O 1.2298 -2.1218 0.9351
H 1.3356 -1.2739 0.4797
H 1.8115 -2.6167 0.3419
O -0.5610 -1.0582 2.7861
H -0.0784 -1.8860 2.6894
H -1.4998 -1.1761 2.5932
*
```



(two)
The following is a DFT calculation (ωB97M-V/def2-TZVPD) of 2 unconnected molecules or ions with the total composition C6H16O3.

Calculated values
SMILES = CC(C)OO.CC(C)O
Lowest unoccupied orbital energy = 0.90 eV

```
! RIJCOSX wB97M-V def2-TZVPD def2/J DEFGRID3
* xyz 0 1
C -0.0532 -2.5891 2.2382
C -0.8349 -1.6350 1.3670
C -0.6585 -1.8401 -0.0970
O -0.4451 -0.1141 1.7492
O 0.6882 0.0217 2.6024
H 0.9884 -2.6357 1.9235
H -0.4898 -3.5842 2.1596
H -0.0886 -2.2711 3.2780
H -1.8875 -1.5915 1.6559
H -0.6043 -2.8909 -0.3725
H 0.2884 -1.2462 -0.4213
H -1.4257 -1.3337 -0.6769
H 1.4337 0.1538 1.9867
C 0.4795 1.2860 -2.7272
C -0.0002 1.4823 -1.2950
C 0.2027 2.9160 -0.8104
O 0.7037 0.5752 -0.4566
H 0.3263 0.2541 -3.0374
H 1.5419 1.5151 -2.7939
H -0.0669 1.9397 -3.4045
H -1.0760 1.2479 -1.2517
H 1.2594 3.1747 -0.8505
H -0.1478 3.0224 0.2154
H -0.3544 3.6117 -1.4350
H 0.2209 0.5310 0.4541
*
```



Computed stability ranking, most favorable first: (one), (two)



(one)
The following is a DFT calculation (ωB97M-V/def2-TZVPD) of C3H9N3O2 in the gas phase.

Calculated values
SMILES = CN(C(N)=O)[C@H](N)O
Lowest unoccupied orbital energy = 0.79 eV

```
! RIJCOSX wB97M-V def2-TZVPD def2/J DEFGRID3
* xyz 0 1
C 0.3696 1.4933 -0.9387
N -0.0528 0.5080 0.0395
C 0.8331 0.1285 1.1089
N 0.2269 0.0615 2.3609
O 2.0477 0.2974 0.9465
C -0.6821 -0.7196 -0.3141
N -0.2867 -1.3261 -1.4995
O -2.0340 -0.6616 -0.0779
H 1.0728 1.0891 -1.6723
H -0.4978 1.8531 -1.4959
H 0.9544 2.2374 -0.4002
H -0.7517 0.3022 2.3759
H 0.8477 0.3438 3.1041
H -0.0351 -1.3431 0.6302
H 0.3772 -0.7398 -2.0153
H 0.1058 -2.2571 -1.4794
H -2.4950 -1.2672 -0.6727
*
```



(two)
The following is a DFT calculation (ωB97M-V/def2-TZVPD) of 2 unconnected molecules or ions with the total composition C3H9N3O2.

Calculated values
SMILES = C/N=C\N.NC(=O)O
Lowest unoccupied orbital energy = 0.66 eV

```
! RIJCOSX wB97M-V def2-TZVPD def2/J DEFGRID3
* xyz 0 1
C 1.0167 -1.8558 -0.7616
N 1.2944 -0.5261 -0.2303
C 1.1208 -0.3818 1.0242
N 0.6001 -1.3485 1.8739
H 1.5062 -2.6597 -0.2017
H 1.3615 -1.9437 -1.7881
H -0.0635 -2.0557 -0.7284
H 1.5017 0.5591 1.4054
H 0.2829 -0.9566 2.7440
H -0.0982 -1.9159 1.4235
N -1.8595 1.9254 -1.2806
C -1.1727 1.8463 -0.0724
O -1.6317 1.5038 0.9745
O 0.1206 2.2185 -0.1729
H -2.8074 1.6027 -1.1396
H -1.4126 1.4001 -2.0235
H 0.2406 2.5879 -1.0464
*
```



Computed stability ranking, most favorable first: (two), (one)



(one)
The following is a DFT calculation (ωB97M-V/def2-TZVPD) of C3H9N3O2 in the gas phase.

Calculated values
SMILES = [H]/N=C(/NO)NCCO
Lowest unoccupied orbital energy = 0.59 eV

```
! RIJCOSX wB97M-V def2-TZVPD def2/J DEFGRID3
* xyz 0 1
H 1.4723 -0.9157 -2.9670
N 1.7407 -0.0874 -2.4345
C 1.1004 -0.0580 -1.1828
N 1.3655 0.8259 -0.0299
O 0.2464 1.7149 -0.1331
N -0.0454 -0.8357 -0.9259
C -1.1334 -0.5805 0.0514
C -0.3134 -0.4528 1.4993
O -0.8739 0.7828 2.1498
H 2.2002 1.3384 -0.3840
H -0.5350 1.4579 0.5603
H -0.4315 -1.1804 -1.8926
H -1.5334 0.5214 0.0176
H -1.7317 -1.4298 0.1230
H -0.4626 -1.4484 2.1128
H 0.7476 -0.4056 1.2836
H -1.8128 0.7532 2.1521
*
```



(two)
The following is a DFT calculation (ωB97M-V/def2-TZVPD) of C3H9N3O2 in the gas phase.

Calculated values
SMILES = CN/N=C(\CO)NO
Lowest unoccupied orbital energy = 0.31 eV

```
! RIJCOSX wB97M-V def2-TZVPD def2/J DEFGRID3
* xyz 0 1
C 1.8424 -1.4366 0.5200
N 0.4666 -1.5223 -0.4504
N 0.5660 -0.2340 -0.9163
C -0.5511 0.2958 -0.6241
C -1.5056 -0.2591 0.4177
O -1.3293 0.6173 1.6223
N -0.7808 1.6213 -1.1343
O -0.9029 2.6538 -0.0400
H 2.6394 -0.8737 0.0529
H 2.1546 -2.5393 0.7066
H 1.3453 -0.8332 1.3014
H 0.7594 -2.2608 -1.1398
H -0.9077 -1.2871 0.5982
H -2.6543 -0.3962 0.0386
H -1.2110 1.5529 0.9402
H -0.0545 1.9275 -1.7409
H 0.1236 2.9737 -0.1523
*
```



Computed stability ranking, most favorable first: (one), (two)



(one)
The following is a DFT calculation (ωB97M-V/def2-TZVPD) of a molecular structure, CH3O2S2.

Calculated values
Lowest unoccupied orbital energy (alpha / beta) = 3.77 / 3.77 eV

```
! RIJCOSX wB97M-V def2-TZVPD def2/J DEFGRID3
* xyz -1 1
C -0.7615 -0.3961 0.1010
O 1.9436 -0.7845 -0.9214
O -1.8360 0.6625 -0.2936
S 2.2449 1.4372 0.8919
S 1.5765 -0.3977 0.4342
H -0.4941 -1.0873 -0.7392
H -1.1901 -0.9741 0.9870
H -1.4833 1.5399 -0.4600
*
```



(two)
The following is a DFT calculation (ωB97M-V/def2-TZVPD) of 2 unconnected molecules or ions with the total composition CH3O2S2.

Calculated values
Lowest unoccupied orbital energy = 1.38 eV

```
! RIJCOSX wB97M-V def2-TZVPD def2/J DEFGRID3
* xyz -1 1
C 0.8417 -0.2912 1.1216
O -1.7175 1.6945 -1.6339
O -0.9871 -0.0685 -3.0958
S 0.6122 -1.2867 2.6413
S -1.5402 0.2824 -1.7558
H 0.0107 -0.3654 0.5162
H 1.8671 -0.7243 0.6792
H 0.9131 0.7593 1.5274
*
```



Computed stability ranking, most favorable first: (two), (one)



(one)
The following is a DFT calculation (ωB97M-V/def2-TZVPD) of 2 unconnected molecules or ions with the total composition C6H14N2O.

Calculated values
Lowest unoccupied orbital energy = -0.09 eV

```
! RIJCOSX wB97M-V def2-TZVPD def2/J DEFGRID3
* xyz 0 1
C -0.2583 0.5133 -0.9265
C -0.7631 1.8922 -0.5813
C -1.3644 -0.3301 -1.4997
C 1.0284 0.4808 -1.6958
C -0.1405 0.4601 2.1712
N 0.2800 0.1676 1.0279
H -1.6444 1.8337 0.0619
H -0.0029 2.4922 -0.0840
H -1.0666 2.3885 -1.5110
H -2.1065 -0.5818 -0.7412
H -1.0104 -1.2446 -1.9682
H -1.8658 0.2600 -2.2843
H 1.2742 -0.5254 -2.0305
H 0.9132 1.1221 -2.5811
H 1.8544 0.8865 -1.1111
H -0.2237 -0.2551 2.9970
H -0.5157 1.4657 2.3890
N 0.9355 -2.2426 1.9982
C 0.9715 -1.4019 0.8492
O 0.2719 -1.8383 -0.1528
H 1.4189 -1.8917 2.8148
H -0.0106 -2.5506 2.1881
H 2.0246 -1.1007 0.6702
*
```



(two)
The following is a DFT calculation (ωB97M-V/def2-TZVPD) of 2 unconnected molecules or ions with the total composition C6H14N2O.

Calculated values
SMILES = C/C(N)=C/N.CC(C)=O
Lowest unoccupied orbital energy = 0.87 eV

```
! RIJCOSX wB97M-V def2-TZVPD def2/J DEFGRID3
* xyz 0 1
C 2.0434 -1.1218 0.6570
C 1.3090 -0.0649 -0.1107
N 0.2465 -0.5175 -0.9545
C 1.7752 1.1919 -0.2383
N 1.1042 2.2105 -0.9318
H 2.3418 -1.9608 0.0016
H 2.9318 -0.7130 1.1174
H 1.4016 -1.5274 1.4337
H 0.1703 0.0846 -1.7761
H 0.3550 -1.4902 -1.2193
H 2.6380 1.5049 0.3323
H 1.6860 2.8147 -1.4940
H 0.1104 2.1135 -1.1032
C -2.3416 -1.3162 -0.1334
C -1.7008 0.0498 -0.2045
C -1.1567 0.5842 1.2603
O -1.9995 0.8625 -1.0547
H -3.3640 -1.1852 0.2194
H -2.3969 -1.7496 -1.1322
H -1.7985 -1.9768 0.5311
H -0.6739 -0.1411 1.9074
H -0.6127 1.5054 1.0956
H -2.0687 0.8423 1.7970
*
```



(three)
The following is a DFT calculation (ωB97M-V/def2-TZVPD) of 3 unconnected molecules or ions with the total composition C6H14N2O.

Calculated values
Lowest unoccupied orbital energy = -0.93 eV

```
! RIJCOSX wB97M-V def2-TZVPD def2/J DEFGRID3
* xyz 0 1
C -1.6988 1.3009 -0.4814
C -1.8756 1.5252 0.9412
N -2.7404 1.1598 -1.3281
C -0.9156 -1.0186 -0.4997
C -0.4335 -1.2788 -1.7237
H -0.7383 1.5539 -0.9079
H -2.5385 0.9262 -2.2874
H -3.6147 0.8221 -0.9537
H -1.7070 -1.6326 -0.0801
H -1.9167 2.5934 1.1665
H -2.7489 1.0233 1.3583
H -0.8359 1.1348 1.4715
H -0.8408 -2.0584 -2.3563
H 0.3941 -0.6980 -2.1117
N 3.8005 -1.4045 0.6334
C 1.8671 -0.1389 1.4513
C 2.7596 -0.4709 0.4775
O 0.7864 0.5709 1.2681
H -0.2860 -0.4437 0.2035
H 3.9292 -1.7011 1.5927
H 4.6860 -1.1085 0.2419
H 2.0121 -0.5976 2.4430
H 2.6556 -0.0588 -0.5188
*
```



Computed stability ranking, most favorable first: (two), (one), (three)



(one)
The following is a DFT calculation (ωB97M-V/def2-TZVPD) of C2H7N3OS in the gas phase.

Calculated values
SMILES = [H]/N=C(/NO)N(C)S
Lowest unoccupied orbital energy = 0.43 eV

```
! RIJCOSX wB97M-V def2-TZVPD def2/J DEFGRID3
* xyz 0 1
H -0.4650 2.1190 -0.5820
N -1.2187 1.4947 -0.2038
C -0.8068 0.3027 -0.0977
N -1.8535 -0.6652 -0.2305
O -1.6166 -1.8190 0.6758
N 0.5400 -0.1114 0.0401
C 1.5108 0.8450 0.5270
S 0.9322 -1.7710 -0.1890
H -2.7525 -0.0972 -0.2271
H -1.3679 -2.5685 -0.0448
H 1.6422 1.5444 -0.3375
H 0.9965 1.6721 1.0372
H 2.4869 0.4287 0.9343
H 1.9723 -1.3741 -1.3020
*
```



(two)
The following is a DFT calculation (ωB97M-V/def2-TZVPD) of C2H7N3OS in the gas phase.

Calculated values
SMILES = [H]/N=C(/NS)N(C)O
Lowest unoccupied orbital energy = 0.68 eV

```
! RIJCOSX wB97M-V def2-TZVPD def2/J DEFGRID3
* xyz 0 1
H 0.1934 2.1103 0.6990
N -0.6655 1.6714 0.3929
C -0.4231 0.5234 -0.0510
N -1.4271 -0.3585 -0.3045
S -3.0609 -0.0547 0.0741
N 0.8336 -0.0708 -0.3087
C 1.2002 -1.2837 0.4014
O 1.8674 0.8877 -0.1257
H -1.2702 -0.9111 -1.1700
H -3.1999 1.2235 -0.3719
H 0.3964 -1.9855 0.3413
H 2.0655 -1.7531 -0.0326
H 1.3528 -1.0779 1.4691
H 2.1373 1.0789 -1.0134
*
```



(three)
The following is a DFT calculation (ωB97M-V/def2-TZVPD) of C2H7N3OS in the gas phase.

Calculated values
SMILES = CN/C(=N\O)NS
Lowest unoccupied orbital energy = 0.89 eV

```
! RIJCOSX wB97M-V def2-TZVPD def2/J DEFGRID3
* xyz 0 1
C 1.2297 -0.6902 -1.2901
N 0.4004 0.3915 -0.7621
C -0.5015 0.1990 0.2549
N -1.5777 0.8595 0.4831
O -1.7754 1.7845 -0.5699
N -0.3038 -0.8780 1.1551
S 1.0435 -0.8426 2.1352
H 1.9769 -0.2689 -1.9690
H 1.7538 -1.2391 -0.4876
H 0.6177 -1.3913 -1.8771
H 0.0757 1.0226 -1.4477
H -2.6274 2.2264 -0.3000
H -1.1492 -1.2456 1.5674
H 0.8374 0.0721 3.1078
*
```



(four)
The following is a DFT calculation (ωB97M-V/def2-TZVPD) of C2H7N3OS in the gas phase.

Calculated values
SMILES = [H]/N=C(\NS)NOC
Lowest unoccupied orbital energy = 0.69 eV

```
! RIJCOSX wB97M-V def2-TZVPD def2/J DEFGRID3
* xyz 0 1
H -2.3496 1.9984 -0.1034
N -1.3190 2.0433 -0.0584
C -0.7743 0.9057 -0.0217
N -1.2960 -0.3864 -0.2673
S -2.9324 -0.7011 0.0102
N 0.6569 0.9008 -0.0202
O 1.2419 -0.2184 0.6030
C 2.1824 -0.8781 -0.2610
H -0.6615 -1.1415 -0.2323
H -2.9132 -1.1449 1.2931
H 0.9420 1.7308 0.4086
H 1.7599 -0.9007 -1.2563
H 2.3248 -1.8919 0.1576
H 3.1379 -0.3161 -0.2519
*
```



Computed stability ranking, most favorable first: (three), (two), (four), (one)